Density functional theory data (ωB97M-V/def2-TZVPD) for C20H32CdN2O4S5 as an isolated structure in a non-equilibrium geometry.

- Kohn-Sham gap (eV) = 7.933
- calculated total energy (eV) = -91169.8042
- energy relative to the best compared isomer or geometry (same formula, charge and spin) (eV) = 1.026
- total charge = 0
- highest occupied orbital energy (eV) = -7.598
- 2S+1 = 1
- molar mass (g/mol) = 637.2

Each line ends with the Löwdin charge.
Cartesian coordinates (Å):
Cd  -0.95  0.32  0.44  1.308
S  0.90  -3.53  1.40  0.858
S  -0.34  -2.16  -1.58  0.827
S  -3.17  0.21  -1.15  0.821
S  -3.25  -0.10  2.60  0.865
S  1.84  1.19  -0.42  0.908
O  -1.64  -3.84  2.51  -0.174
O  -1.58  -1.57  1.11  -0.420
O  0.53  1.04  -1.15  -0.646
O  -0.11  1.95  4.20  -0.002
N  -1.17  2.74  0.95  -0.050
N  -0.21  0.55  2.37  -0.130
C  3.32  3.26  -3.58  -0.029
C  3.87  2.98  -0.88  -0.079
C  -1.74  -1.36  2.41  -0.792
C  -4.30  -0.82  1.30  -0.552
C  -3.11  -1.50  -1.77  -0.510
C  -0.29  -4.15  2.66  -0.480
C  -0.15  2.92  2.01  -0.192
C  -2.14  -2.66  3.15  -0.166
C  -0.88  -3.70  -0.77  -0.518
C  -4.52  0.08  0.08  -0.522
C  2.75  -0.34  -0.73  -0.219
C  0.28  -4.41  -0.07  -0.527
C  -0.14  1.73  2.99  -0.598
C  -0.58  -0.62  3.14  -0.247
C  2.83  2.27  -1.46  -0.394
C  2.54  2.41  -2.81  -0.062
C  4.37  3.98  -3.02  -0.267
C  -1.84  -1.79  -2.56  -0.531
C  5.19  4.93  -3.85  -0.047
C  4.63  3.83  -1.66  -0.037
H  0.26  -1.32  3.19  0.097
H  4.06  2.87  0.18  0.115
H  -2.08  2.82  1.38  0.068
H  -5.28  -1.01  1.75  0.069
H  -3.85  -1.76  1.02  0.055
H  -1.82  -2.62  4.20  0.130
H  2.69  -0.57  -1.79  0.064
H  0.11  -3.82  3.62  0.086
H  -3.97  -1.63  -2.42  0.081
H  -5.39  -0.25  -0.48  0.074
H  -1.31  -4.34  -1.55  0.084
H  5.44  4.39  -1.21  0.118
H  1.13  -4.52  -0.74  0.062
H  -0.30  3.83  2.59  0.109
H  -0.89  -0.35  4.15  0.112
H  4.93  5.96  -3.61  0.087
H  6.25  4.80  -3.64  0.082
H  -4.68  1.11  0.39  0.061
H  1.71  1.86  -3.23  0.113
H  -1.63  -3.43  -0.03  0.044
H  0.83  2.99  1.53  0.077
H  3.10  3.37  -4.64  0.115
H  5.02  4.78  -4.91  0.076
H  -1.57  -0.92  -3.17  0.066
H  2.27  -1.12  -0.14  0.019
H  -2.00  -2.64  -3.22  0.073
H  -3.20  -2.17  -0.91  0.056
H  -3.22  -2.79  3.13  0.109
H  3.78  -0.19  -0.42  0.064
H  -0.05  -5.39  0.25  0.077
H  -0.22  -5.24  2.60  0.083
H  -1.10  3.46  0.25  0.076